1.
This record from OMol25 describes a cluster of 2 separate species, C41H46N4O3P in total in a non-equilibrium geometry. The level of theory is ωB97M-V/def2-TZVPD.

HOMO level   -0.3162 Ha
LUMO   -0.1434 hartree
Net charge   +1
Orbital gap   4.70 eV

The geometry in XYZ format:
```
95
C41H46N4O3P ωB97M-V/def2-TZVPD
P -0.357 1.821 0.258
O -2.292 -6.223 0.632
O -1.624 -2.138 -1.352
O -0.361 -2.830 1.206
N -0.585 3.111 -0.912
N 0.835 2.794 1.037
N 1.219 -4.680 -1.475
N -0.901 -4.613 -0.931
C 0.573 -5.721 -2.133
C 6.195 -0.634 -1.565
C -5.381 4.495 -3.760
C -1.783 -0.738 -1.613
C 1.237 2.647 4.741
C -2.852 -5.006 0.444
C -2.933 -7.207 1.477
C 1.348 2.477 2.340
C 0.502 -3.028 0.329
C 1.053 4.015 0.418
C 2.109 -1.336 -0.531
C 3.293 1.342 1.231
C 1.798 -2.323 0.346
C -4.147 4.065 -3.022
C -2.164 -4.174 -0.438
C 3.861 -0.049 -1.780
C -0.688 2.693 -3.765
C 0.661 2.895 3.494
C -0.723 -5.697 -1.774
C -2.919 4.242 0.541
C 3.034 1.660 6.213
C -0.633 3.646 3.419
C 2.439 1.940 4.868
C 3.511 -1.004 -0.795
C -3.582 -2.295 0.129
C 2.562 1.783 2.451
C 4.561 -1.658 -0.104
C -2.497 -2.824 -0.588
C 5.182 0.119 -2.173
C -1.837 3.326 -1.599
C 2.630 -4.402 -1.650
C -1.885 3.156 -2.996
C -4.289 -3.134 0.986
C -4.075 4.242 -1.640
C -3.952 -4.475 1.152
C 0.253 4.193 -0.661
C -2.932 3.899 -0.915
C 0.305 -3.996 -0.739
C 5.888 -1.510 -0.516
C -3.046 3.512 -3.684
C 3.085 1.503 3.710
H -5.557 5.572 -3.636
H -3.821 -1.233 0.052
H 7.228 -0.531 -1.904
H -0.306 1.721 -3.427
H 4.021 2.126 6.308
H -3.945 -7.438 1.119
H 0.660 0.987 -0.429
H 4.213 0.815 1.512
H -3.082 3.379 -4.769
H -0.529 4.604 2.893
H -2.973 -6.876 2.525
H -5.112 -2.716 1.569
H 2.690 0.635 0.660
H 2.383 2.049 6.998
H 4.337 -2.282 0.764
H -4.491 -5.109 1.861
H -1.457 3.077 2.966
H -0.937 3.884 4.445
H 4.023 0.944 3.777
H 3.158 -4.344 -0.693
H 3.568 2.163 0.559
H 3.057 0.550 -2.214
H -3.486 3.519 1.143
H -1.919 4.346 0.968
H 3.048 -5.225 -2.240
H 5.423 0.857 -2.946
H -5.292 4.277 -4.828
H -1.542 -6.342 -2.031
H 0.735 3.016 5.641
H -1.597 -0.161 -0.691
H -0.968 2.585 -4.817
H 0.132 3.423 -3.726
H 1.733 4.736 0.861
H 1.327 -0.860 -1.124
H -3.427 5.207 0.676
H 2.784 -3.460 -2.191
H -2.789 -0.507 -1.998
H -4.922 4.694 -1.117
H 3.169 0.585 6.371
H 2.424 -2.593 1.212
H 6.678 -2.056 0.004
H 0.160 5.090 -1.263
H -2.294 -8.088 1.385
H -1.032 -0.495 -2.371
H 1.098 -6.387 -2.792
H -6.272 3.982 -3.375
```

2.
This record from OMol25 describes a structure of composition C41H46P2V in a non-equilibrium geometry. The level of theory is ωB97M-V/def2-TZVPD.

Spin multiplicity   4
HOMO level (alpha / beta)   -0.2222 / -0.2222 Ha
LUMO (alpha / beta)   0.0159 / 0.0007 hartree
Net charge   0
Orbital gap (alpha / beta)   6.48 / 6.06 eV

The geometry in XYZ format:
```
90
C41H46P2V ωB97M-V/def2-TZVPD
V -0.394 0.123 2.827
P -0.143 -1.528 -3.453
P 1.177 0.618 -3.189
C 0.700 1.431 7.679
C -1.257 -4.795 -6.492
C -0.493 1.009 -3.802
C 3.337 2.165 -6.327
C -2.511 -0.018 3.933
C -2.089 -3.463 0.211
C -2.541 -0.026 2.523
C -0.463 2.018 1.903
C 3.460 3.331 -1.164
C -0.107 -4.946 -5.708
C 2.909 1.882 -5.028
C -1.363 -2.444 -5.888
C 1.330 4.389 -1.607
C -0.384 -2.675 -4.896
C -1.909 2.459 4.035
C 0.822 3.178 -2.076
C 2.978 2.126 -1.681
C -0.907 -2.740 0.389
C -0.250 -2.180 -0.707
C 1.184 -0.873 2.198
C 1.948 -0.209 -5.806
C 2.129 0.741 -4.773
C 0.363 -3.876 -4.941
C -2.376 1.179 4.811
C -1.849 -3.531 -6.620
C -1.605 1.823 0.956
C 2.363 0.087 -7.111
C -0.624 2.310 3.282
C 0.638 -0.041 7.303
C -2.034 -2.997 -2.161
C 3.029 1.290 -7.379
C -2.667 -3.568 -1.058
C 1.674 2.071 -2.217
C 0.565 -0.098 5.857
C 1.849 -0.789 7.859
C -1.226 -0.147 -3.857
C -0.566 -0.787 7.854
C 0.379 -0.104 4.637
C -2.845 1.136 1.596
C -0.833 -2.304 -1.985
C 2.650 4.474 -1.155
H -0.218 3.103 -2.379
H -2.732 2.791 3.380
H -0.509 -2.654 1.404
H -1.683 -5.654 -7.014
H 0.419 -5.900 -5.689
H 1.448 -1.163 -5.613
H -1.276 1.228 0.090
H 4.476 3.381 -0.772
H 1.829 0.015 2.016
H -2.705 -3.392 -7.283
H 0.699 5.276 -1.601
H 3.046 5.419 -0.780
H 1.288 -3.966 -4.361
H 0.264 2.684 3.804
H 1.683 1.824 7.423
H -1.766 -1.446 -6.064
H -1.810 3.279 4.775
H 2.783 -0.253 7.700
H -3.347 1.376 5.305
H -2.288 -0.269 -4.087
H 3.152 2.573 -4.216
H 1.723 -0.920 8.937
H -1.519 -0.383 7.524
H 3.893 3.086 -6.516
H -0.778 2.019 -4.114
H -2.548 -3.959 1.072
H 1.204 -1.593 1.367
H 0.504 2.256 1.446
H 1.488 -1.323 3.172
H -2.751 -0.973 4.423
H -0.504 -1.830 7.535
H 3.329 1.532 -8.399
H -3.464 0.742 0.770
H -1.694 0.941 5.651
H -0.564 -0.785 8.945
H -2.454 -3.102 -3.162
H 3.615 1.239 -1.706
H 0.708 -1.663 -0.604
H 2.169 -0.625 -7.921
H 0.556 1.596 8.742
H -2.607 -1.009 2.036
H 1.926 -1.791 7.430
H -0.043 2.029 7.156
H -1.880 2.789 0.490
H -3.495 1.870 2.101
H -3.613 -4.096 -1.190
```

3.
This record from OMol25 describes a cluster of 8 separate species, C41H47BrFIN8OPS in total in a non-equilibrium geometry. The level of theory is ωB97M-V/def2-TZVPD.

HOMO level   -0.4054 Ha
LUMO   -0.1740 hartree
Net charge   +1
Orbital gap   6.30 eV

The geometry in XYZ format:
```
102
C41H47BrFIN8OPS ωB97M-V/def2-TZVPD
I -2.981 0.105 -1.377
Br -0.413 -4.307 -4.838
S 0.315 -1.298 -5.571
P 0.256 -3.789 -2.768
F 2.484 -2.574 -1.829
O -1.177 -3.993 -1.929
N -3.428 1.449 -6.880
N 1.461 3.250 -2.492
N -1.915 -1.538 -2.192
N -0.958 -0.866 7.288
N 6.734 -2.294 -0.502
N -0.973 -0.902 1.494
N -2.569 -4.965 12.213
N 3.801 8.760 -5.359
C 7.140 -3.015 -3.162
C -0.432 0.748 3.147
C -1.424 -2.559 9.451
C -0.519 -1.486 -1.599
C -0.786 -2.184 7.190
C 0.390 -1.876 -2.746
C 3.163 7.805 -4.687
C 3.151 9.906 -5.549
C 5.715 -2.603 -1.301
C -0.280 -1.117 -3.887
C 0.723 5.111 -1.171
C -1.693 -1.539 2.420
C -3.677 -4.401 11.738
C 1.874 -1.512 -2.492
C -4.891 -6.444 11.796
C 0.704 3.708 -3.490
C 1.217 9.144 -4.392
C -0.054 5.570 -2.221
C 1.460 3.952 -1.358
C -1.186 0.074 4.095
C -2.729 -0.342 -8.315
C -3.748 -7.050 12.291
C 2.023 -0.291 -1.642
C -0.359 0.222 1.869
C -1.004 -3.070 8.233
C -2.648 0.404 -7.150
C -1.832 -1.095 3.725
C -1.606 -1.192 9.573
C 7.955 -2.345 -1.028
C -1.774 -1.325 -3.684
C 1.877 7.943 -4.186
C 1.866 10.150 -5.088
C -3.678 0.019 -9.258
C 8.212 -2.696 -2.346
C -0.066 4.856 -3.409
C -1.363 -0.394 8.467
C -4.859 -5.089 11.512
C -2.618 -6.268 12.481
C -4.333 1.783 -7.798
C 5.861 -2.969 -2.630
C -4.499 1.103 -8.996
H -1.269 0.446 5.107
H 1.408 7.131 -3.650
H -3.730 -8.105 12.525
H 0.724 3.118 -4.401
H 7.298 -3.297 -4.195
H 1.875 -0.545 -0.600
H 3.011 0.134 -1.738
H -0.902 -4.427 -1.100
H -2.494 -2.316 -1.882
H -5.793 -7.019 11.635
H -2.181 -2.451 2.091
H 1.389 11.102 -5.271
H 2.088 3.559 -0.565
H -0.452 -2.541 6.221
H -3.605 -3.338 11.531
H -0.642 6.473 -2.117
H 8.766 -2.091 -0.354
H 0.761 5.640 -0.228
H -2.295 -0.430 -3.975
H -1.930 -0.752 10.507
H 0.090 1.662 3.395
H -0.658 5.183 -4.253
H -3.776 -0.536 -10.181
H -0.127 -0.064 -3.651
H -1.601 -3.218 10.292
H 3.695 10.665 -6.101
H 0.220 0.721 1.097
H -5.253 1.418 -9.704
H -5.728 -4.575 11.125
H -0.396 -2.000 -0.659
H 4.995 -3.214 -3.230
H 0.213 9.294 -4.017
H 1.016 -0.168 -5.769
H -1.922 0.157 -6.384
H 9.226 -2.719 -2.720
H -2.066 -1.181 -8.478
H -2.204 -2.177 -4.198
H 4.733 -2.553 -0.845
H 1.325 0.485 -1.944
H 3.717 6.883 -4.546
H -0.389 -0.446 -1.351
H -2.430 -1.649 4.434
H 2.383 -1.419 -3.448
H -4.953 2.638 -7.555
H -1.702 -6.701 12.869
H -0.849 -4.131 8.095
H -1.495 0.682 8.520
```

4.
This record from OMol25 describes a structure of composition C41H47KN8O2 in a non-equilibrium geometry. The level of theory is ωB97M-V/def2-TZVPD.

HOMO level   -0.1984 Ha
LUMO   -0.0280 hartree
Net charge   0
Orbital gap   4.64 eV

The geometry in XYZ format:
```
99
C41H47KN8O2 ωB97M-V/def2-TZVPD
K 1.522 0.060 0.362
O 2.977 -2.521 4.290
O 3.294 0.856 1.406
N 2.372 -0.517 -2.632
N 2.934 0.063 4.339
N -1.628 0.414 0.419
N -2.924 0.108 -0.096
N 0.242 1.142 -1.636
N 0.027 -1.723 1.046
N -1.305 -1.869 -2.019
N 2.213 -2.228 -0.444
C 4.093 -0.534 3.819
C -1.514 -0.060 1.775
C -3.293 -0.969 -0.885
C -2.321 0.604 2.863
C -0.864 -1.268 1.984
C 6.331 -1.898 2.916
C -2.523 -1.909 -1.662
C 2.866 3.099 0.907
C 2.311 4.290 1.254
C 1.781 3.460 3.440
C 1.737 -3.193 0.233
C 0.459 -3.700 2.327
C -1.394 -6.956 -1.152
C -1.086 -4.385 -2.209
C -5.158 0.066 -0.134
C -1.053 -5.505 -3.037
C 1.737 4.474 2.540
C 2.911 1.978 1.803
C 4.107 -1.937 3.809
C 2.407 2.205 3.150
C 2.270 -4.599 0.125
C -4.681 -1.006 -0.900
C -1.436 -5.847 -0.322
C 2.948 -3.935 4.353
C 2.348 1.246 4.158
C -0.446 -3.257 3.310
C 3.588 -1.038 -2.026
C -1.275 -4.570 -0.843
C 0.900 1.420 -2.907
C -0.877 2.009 -1.305
C 6.345 -0.517 2.983
C -1.196 -6.781 -2.515
C 5.225 0.166 3.433
C -4.054 0.717 0.358
C 2.344 0.919 -2.870
C 5.216 -2.615 3.338
C 0.675 -2.869 1.234
C -1.082 -2.060 3.171
C 3.281 -2.399 -1.399
C -0.857 -3.013 -2.813
C -1.285 1.804 0.153
H 2.444 -0.563 4.967
H -5.267 -1.738 -1.433
H -2.441 1.671 2.656
H 3.972 -0.368 -1.237
H 0.210 -2.894 -2.997
H 4.186 -2.787 -0.915
H 0.386 0.953 -3.760
H 2.333 -4.889 -0.925
H -1.298 -3.714 -0.181
H -2.112 2.496 0.371
H 1.641 -5.321 0.634
H 4.367 -1.149 -2.785
H -1.342 -2.979 -3.797
H -6.187 0.325 0.052
H 2.292 5.106 0.541
H -0.916 -5.375 -4.105
H -1.598 -5.971 0.742
H -4.011 1.575 1.005
H 0.971 -4.643 2.451
H 1.990 -4.197 4.793
H 2.832 1.143 -3.823
H -0.650 -3.886 4.169
H 1.346 3.597 4.424
H 3.758 -4.318 4.980
H 2.993 -3.108 -2.187
H 3.293 2.942 -0.077
H 5.225 -3.695 3.298
H -1.521 -7.951 -0.744
H -1.755 1.831 -1.947
H -3.326 0.177 2.998
H 3.014 -4.373 3.355
H -3.149 -2.749 -1.988
H 3.283 -4.634 0.536
H -0.143 0.187 -1.666
H -1.803 -1.733 3.907
H -0.445 2.054 0.807
H -1.809 0.527 3.826
H 2.886 1.467 -2.080
H -0.576 3.053 -1.431
H 0.912 2.499 -3.078
H 1.631 -0.723 -1.968
H -1.160 -7.641 -3.174
H 5.237 1.242 3.524
H 7.196 -2.437 2.550
H 1.662 1.473 4.968
H 7.227 0.033 2.684
H 1.270 5.415 2.797
```

5.
This record from OMol25 describes a structure of composition C41H47N2O2P2PdS2SeSi in a non-equilibrium geometry. The level of theory is ωB97M-V/def2-TZVPD.

HOMO level (alpha / beta)   -0.1372 / -0.1370 Ha
LUMO (alpha / beta)   0.0622 / 0.0633 hartree
Net charge   -1
Orbital gap (alpha / beta)   5.43 / 5.45 eV

The geometry in XYZ format:
```
99
C41H47N2O2P2PdS2SeSi ωB97M-V/def2-TZVPD
Pd -0.096 0.446 0.245
Se 2.144 -0.774 -0.502
S -3.873 -4.476 5.504
S 0.105 2.747 1.113
P -0.069 -0.453 2.432
P -1.214 -1.699 0.159
Si 4.184 0.170 -0.701
O 0.561 2.396 -2.708
O -1.125 -1.746 -1.936
N -0.500 0.457 -2.051
N -0.941 -1.826 1.979
C -1.036 -3.014 2.817
C 4.353 1.027 -2.387
C -5.288 0.537 -0.059
C 4.595 1.428 0.650
C 0.308 1.226 -2.875
C -2.338 -4.285 4.546
C -1.738 0.700 6.603
C -0.509 -0.795 -2.486
C -2.878 -0.876 0.131
C 1.600 -0.983 2.948
C 5.432 -1.272 -0.611
C -1.006 -5.675 -0.720
C 0.354 -1.015 -3.712
C 2.370 -0.097 3.700
C -3.212 3.914 -0.906
C -0.719 0.013 4.096
C -0.735 -4.321 -0.602
C -0.923 -0.418 6.465
C 0.812 0.392 -4.054
C -4.896 -0.314 -1.079
C -1.999 3.321 -0.599
C -3.740 -3.018 6.571
C -3.292 -0.019 1.152
C -2.013 1.491 5.499
C -2.227 -6.174 -0.289
C -2.914 -3.956 0.346
C -3.709 -1.023 -0.979
C -2.122 4.253 1.612
C -4.489 0.672 1.064
C -1.507 1.149 4.251
C 3.670 -0.422 4.046
C -3.899 4.665 0.040
C -1.687 -3.454 -0.069
C 4.211 -1.637 3.644
C -3.180 -5.313 0.239
C -1.441 3.467 0.676
C -2.333 -3.071 3.633
C -0.410 -0.751 5.222
C -3.340 4.838 1.297
C 3.457 -2.512 2.877
C 2.160 -2.179 2.515
H 1.944 0.853 4.003
H -1.685 4.405 2.592
H -3.417 -1.696 -1.774
H 0.209 -3.907 -0.936
H -4.131 -5.705 0.576
H -2.446 -7.231 -0.380
H -3.628 3.789 -1.899
H 4.272 0.267 4.625
H 4.962 -2.177 -0.996
H -2.796 -3.047 7.113
H -2.690 0.088 2.039
H 0.251 -1.603 5.133
H -0.985 -3.902 2.182
H -1.695 1.791 3.396
H -5.512 -0.418 -1.964
H -1.507 -4.250 5.256
H 1.579 -2.836 1.882
H -0.178 -3.063 3.494
H -3.667 -3.279 0.732
H -6.214 1.094 -0.135
H -3.859 5.431 2.043
H 3.695 1.897 -2.429
H -4.790 1.335 1.866
H -0.263 -6.345 -1.134
H 5.228 -1.890 3.918
H -2.424 -2.151 4.210
H -2.134 0.956 7.578
H 1.183 -1.658 -3.415
H 4.060 0.336 -3.179
H 5.379 1.357 -2.579
H 5.661 1.670 0.675
H 5.707 -1.462 0.430
H -0.674 -1.020 7.330
H 0.384 0.775 -4.981
H -1.459 2.771 -1.352
H -4.572 -3.059 7.270
H -2.613 2.384 5.617
H -0.215 -1.520 -4.494
H -4.854 5.117 -0.202
H 4.310 1.036 1.628
H 1.893 0.500 -4.107
H 4.032 2.349 0.484
H 6.345 -1.086 -1.184
H 3.882 -3.452 2.548
H -3.184 -3.118 2.953
H -2.261 -5.202 3.957
H -3.800 -2.110 5.975
```